# 1
{
  "formula": "C50H54BaBr2N8O3S",
  "method": "the ωB97M-V functional and the def2-TZVPD basis",
  "symbols": ["Ba", "Br", "C", "C", "C", "N", "C", "C", "C", "C", "C", "Br", "C", "C", "N", "H", "H", "H", "H", "H", "H", "O", "S", "O", "N", "C", "C", "C", "C", "C", "C", "C", "C", "N", "C", "C", "C", "C", "C", "C", "C", "H", "H", "H", "H", "H", "H", "H", "H", "H", "H", "H", "C", "C", "C", "C", "C", "C", "C", "C", "N", "C", "C", "C", "C", "C", "C", "C", "C", "C", "C", "H", "H", "H", "H", "H", "H", "H", "H", "H", "H", "H", "H", "H", "H", "H", "H", "H", "H", "H", "H", "H", "H", "H", "H", "C", "N", "C", "C", "C", "O", "H", "H", "H", "H", "H", "H", "H", "H", "H", "N", "C", "C", "N", "C", "H", "H", "H", "H"],
  "xyz": [[14.968, 13.129, 15.150], [14.709, 13.602, 22.576], [15.141, 13.001, 20.834], [14.225, 12.177, 20.216], [14.485, 11.769, 18.910], [15.583, 12.119, 18.220], [16.402, 12.951, 18.833], [16.283, 13.409, 20.144], [17.607, 13.374, 18.000], [18.916, 13.118, 18.411], [19.899, 13.396, 17.491], [21.715, 12.920, 17.853], [19.612, 13.898, 16.234], [18.291, 14.142, 15.987], [17.320, 13.873, 16.821], [13.371, 11.939, 20.800], [13.798, 11.068, 18.407], [17.050, 14.048, 20.547], [19.123, 12.794, 19.440], [20.371, 14.033, 15.438], [17.972, 14.651, 15.076], [15.086, 11.938, 12.502], [15.292, 13.138, 11.701], [14.511, 13.266, 10.486], [15.233, 14.311, 12.698], [14.987, 15.587, 12.263], [14.259, 16.013, 11.155], [14.062, 17.395, 10.895], [14.545, 18.343, 11.719], [15.334, 17.989, 12.844], [16.035, 18.888, 13.708], [16.719, 18.363, 14.774], [16.812, 16.949, 14.949], [16.260, 16.112, 14.138], [15.561, 16.628, 13.080], [16.987, 13.132, 11.183], [17.917, 13.903, 11.861], [19.269, 13.950, 11.492], [19.779, 13.151, 10.489], [18.860, 12.478, 9.698], [17.476, 12.460, 10.038], [13.735, 15.354, 10.483], [13.347, 17.634, 10.081], [14.362, 19.410, 11.568], [16.081, 19.921, 13.463], [17.279, 18.971, 15.526], [17.366, 16.540, 15.717], [17.615, 14.421, 12.791], [19.907, 14.518, 12.118], [20.828, 12.996, 10.281], [19.153, 11.830, 8.817], [16.820, 11.839, 9.414], [9.748, 10.356, 19.493], [10.541, 11.532, 18.945], [10.682, 12.772, 19.586], [11.515, 13.725, 18.954], [12.073, 14.885, 19.719], [12.105, 13.420, 17.761], [11.978, 12.191, 17.050], [11.178, 11.255, 17.734], [12.565, 11.920, 15.877], [12.240, 10.685, 15.195], [12.833, 9.396, 15.832], [12.614, 8.190, 14.965], [13.334, 8.350, 13.600], [12.850, 9.637, 12.959], [11.401, 9.465, 12.557], [10.622, 9.308, 13.847], [11.107, 8.079, 14.632], [10.728, 10.534, 14.863], [12.997, 10.829, 13.911], [9.381, 10.435, 20.548], [10.259, 9.416, 19.403], [8.910, 10.158, 18.823], [10.149, 13.039, 20.550], [11.376, 15.130, 20.528], [12.273, 15.750, 19.062], [12.955, 14.566, 20.188], [12.665, 14.234, 17.254], [11.087, 10.271, 17.437], [12.333, 9.168, 16.763], [13.883, 9.547, 15.979], [12.859, 7.275, 15.525], [13.157, 7.509, 12.912], [14.402, 8.441, 13.800], [13.520, 9.840, 12.138], [11.247, 8.629, 11.888], [11.080, 10.349, 11.940], [9.573, 9.252, 13.554], [10.994, 7.141, 14.000], [10.483, 7.961, 15.488], [10.169, 10.342, 15.759], [10.324, 11.485, 14.464], [12.684, 11.700, 13.308], [14.068, 10.871, 14.209], [10.593, 17.423, 14.464], [11.432, 16.233, 14.526], [10.740, 14.982, 14.252], [12.676, 16.293, 15.008], [13.179, 17.618, 15.515], [13.389, 15.309, 15.119], [10.346, 17.737, 15.480], [9.669, 17.067, 13.973], [11.012, 18.250, 13.867], [9.741, 14.982, 14.686], [11.332, 14.094, 14.569], [10.581, 14.834, 13.137], [13.725, 17.445, 16.424], [12.361, 18.319, 15.713], [13.871, 18.122, 14.830], [17.382, 9.057, 13.991], [16.846, 8.670, 15.207], [16.717, 9.866, 15.814], [17.122, 10.932, 15.071], [17.541, 10.393, 13.953], [17.640, 8.498, 13.218], [16.617, 7.683, 15.448], [16.419, 10.034, 16.838], [17.892, 10.999, 13.112]],
  "forces_ev_per_a": [[-0.36, 0.07, 0.15], [0.35, 0.05, -0.08], [0.39, 0.33, -0.24], [0.81, 0.32, -0.29], [-0.34, -0.98, -0.17], [-1.24, 0.10, 0.17], [1.75, 0.70, 0.17], [-0.50, -0.38, -0.19], [-0.44, -0.93, 1.11], [-0.40, 0.48, 0.68], [1.15, -0.55, -0.23], [-0.34, 0.18, 0.12], [0.88, -0.21, -0.42], [0.06, 0.94, -1.25], [-1.19, 0.11, 0.03], [-0.87, -0.56, -0.19], [0.36, 0.53, 0.28], [-0.06, 0.16, 0.22], [0.00, -0.09, -0.67], [-0.52, 0.02, 0.85], [0.18, -0.40, -0.13], [0.52, -0.09, -0.19], [-0.34, -0.49, -1.01], [0.32, -0.41, 0.42], [-0.76, 0.16, 0.00], [-0.19, 1.31, -0.85], [-0.15, 0.33, 0.17], [-1.19, -1.00, -0.39], [0.58, 1.71, 0.69], [0.82, -0.10, -0.17], [0.03, -1.26, 0.15], [0.82, 0.30, 0.83], [-1.15, 1.96, -1.37], [0.08, 0.22, -0.26], [-0.48, -1.69, 0.37], [1.43, -0.20, -1.40], [0.32, 0.35, 0.94], [-0.65, -0.71, 0.53], [-0.51, -0.13, -0.72], [-1.52, -1.37, -0.54], [0.44, -0.30, -0.14], [0.26, -0.39, 0.17], [0.83, 0.04, 0.48], [-0.03, -0.32, -0.13], [-0.23, 0.84, 0.07], [-0.60, -0.27, -0.96], [1.09, -0.56, 1.80], [0.06, -0.08, -0.83], [0.68, 0.52, 0.42], [0.11, 0.48, 0.11], [-0.14, 0.96, 1.19], [0.10, 0.48, 0.36], [-0.89, 0.40, 0.56], [0.14, -0.23, 0.29], [-0.48, 0.34, 0.58], [0.13, -1.12, 0.73], [-2.06, 0.80, -0.51], [0.79, 0.85, -1.90], [-0.88, -0.50, 0.33], [-0.21, 1.68, 1.84], [0.77, 0.96, 0.53], [-0.40, 0.41, 0.02], [-1.05, 0.33, 0.02], [-1.13, -0.63, -1.14], [0.11, -0.19, 1.09], [0.62, -0.16, -0.05], [0.18, 1.71, -0.38], [-1.00, 0.92, 0.90], [0.25, -0.97, -1.85], [1.09, -0.61, -1.47], [0.32, -0.77, -1.05], [0.29, 0.21, -0.93], [0.87, -0.33, 0.19], [-0.45, 0.36, 0.21], [0.77, -0.55, -1.21], [0.12, 0.42, -0.16], [-0.07, -0.26, 0.43], [1.48, -0.27, 0.59], [-0.05, -0.54, 0.37], [-0.19, -1.54, -0.78], [0.26, 0.08, 0.49], [0.76, 0.23, 0.39], [0.40, 0.15, -0.31], [0.07, 0.04, 0.32], [0.27, -0.14, -0.14], [-0.02, 0.12, -0.67], [0.06, -0.55, 0.00], [0.05, -0.49, 0.77], [-0.25, -0.48, 0.29], [-0.09, 0.94, 0.62], [-0.34, -0.17, 0.91], [-0.46, -0.37, 0.20], [0.38, -0.41, -0.12], [0.31, 0.10, 0.64], [-0.58, 0.08, -0.52], [-0.73, -0.48, -0.48], [-0.45, 0.27, -0.13], [0.56, -1.18, -1.58], [0.01, 0.48, 0.30], [-0.45, 0.79, -0.32], [0.66, -1.05, -0.02], [-0.14, 0.29, -0.15], [0.34, 0.60, 0.22], [-0.05, -0.42, 0.32], [0.17, 0.00, 0.36], [-0.37, 0.73, 0.18], [0.25, 0.38, 1.06], [0.21, -0.20, 0.43], [0.31, -0.10, 0.10], [-0.26, -0.37, -0.04], [0.37, -0.03, -0.70], [0.82, 1.98, -1.55], [-0.65, 0.34, 2.60], [0.05, 0.11, -0.10], [-0.24, 0.56, -0.23], [0.07, -0.79, -0.53], [-0.24, -1.23, 0.38], [-0.28, -0.02, -0.07], [-0.08, -0.69, 0.15]],
  "relative_energy_kj_mol": 0.00,
  "total_charge": 0,
  "e_tot_ev": -222406.5800,
  "orbital_gap_ev": 5.9
}

# 2
{
  "formula": "C3H9NO2S",
  "method": "the ωB97M-V functional and the def2-TZVPD basis",
  "symbols": ["O", "C", "N", "C", "C", "S", "H", "H", "H", "H", "H", "H", "H", "H", "H", "O"],
  "xyz": [[-2.550, -0.774, -0.327], [-1.711, -0.356, 0.446], [-0.484, 0.046, 0.058], [0.474, 0.759, 0.869], [1.881, 0.151, 0.758], [2.049, -1.362, 1.739], [-1.888, -0.280, 1.529], [-0.291, -0.112, -0.922], [0.175, 0.748, 1.922], [0.558, 1.791, 0.513], [2.618, 0.857, 1.150], [2.134, -0.011, -0.287], [2.051, -2.294, 0.782], [-2.216, 0.558, -2.267], [-1.313, -0.331, -3.050], [-1.489, 0.610, -2.914]],
  "forces_ev_per_a": [[-0.22, -0.15, -0.10], [0.16, 0.11, 0.01], [0.01, -0.27, 0.31], [0.67, -0.05, -0.29], [-0.23, 0.17, 0.12], [0.15, -0.19, 0.19], [0.00, 0.09, 0.04], [0.04, 0.39, -0.04], [-0.19, 0.08, -0.26], [-0.19, 0.06, 0.19], [-0.13, -0.05, -0.01], [0.05, -0.15, -0.01], [-0.09, 0.12, -0.16], [0.22, 0.13, -0.17], [0.00, 0.17, -0.23], [-0.23, -0.45, 0.42]],
  "relative_energy_kj_mol": 90.59,
  "total_charge": 0,
  "e_tot_ev": -19677.4742,
  "smiles": "O=CNCCS.O",
  "orbital_gap_ev": 10.1
}

# 3
{
  "formula": "C4H6O",
  "method": "the ωB97M-V functional and the def2-TZVPD basis",
  "symbols": ["C", "C", "C", "O", "C", "H", "H", "H", "H", "H", "H"],
  "xyz": [[-1.099, -0.442, -0.039], [0.021, 0.012, 0.774], [1.304, -0.182, -0.027], [0.859, 0.743, -1.047], [-0.335, 0.980, -0.309], [-2.090, -0.323, 0.409], [-1.020, -1.135, -0.861], [-0.044, 0.144, 1.844], [1.448, -1.184, -0.451], [2.213, 0.144, 0.485], [-1.257, 1.243, -0.778]],
  "forces_ev_per_a": [[0.03, -0.58, -0.05], [0.11, -0.16, 0.52], [0.19, -0.14, 0.22], [-0.32, -0.13, -0.20], [-0.55, -1.24, -0.49], [0.32, 0.11, -0.35], [0.24, -0.38, 0.20], [0.10, -0.03, 0.08], [-0.02, 0.18, 0.22], [-0.08, 0.17, -0.20], [-0.03, 2.20, 0.04]],
  "relative_energy_kj_mol": 295.55,
  "total_charge": 0,
  "e_tot_ev": -6288.8547,
  "orbital_gap_ev": 9.4
}

# 4
{
  "formula": "C16H19NO",
  "method": "the ωB97M-V functional and the def2-TZVPD basis",
  "symbols": ["C", "C", "C", "C", "C", "C", "O", "N", "C", "C", "C", "C", "C", "C", "C", "C", "C", "C", "H", "H", "H", "H", "H", "H", "H", "H", "H", "H", "H", "H", "H", "H", "H", "H", "H", "H", "H"],
  "xyz": [[0.060, 3.249, 3.900], [1.447, 2.644, 3.715], [1.469, 1.125, 3.896], [0.668, 0.343, 2.857], [1.269, 0.415, 1.456], [0.428, -0.365, 0.456], [-0.663, -0.819, 0.703], [1.032, -0.465, -0.770], [0.548, -1.244, -1.844], [1.362, -2.215, -2.377], [0.913, -3.035, -3.418], [-0.351, -2.886, -3.914], [-1.202, -1.877, -3.417], [-2.496, -1.683, -3.946], [-3.294, -0.671, -3.493], [-2.825, 0.204, -2.503], [-1.582, 0.036, -1.959], [-0.747, -1.020, -2.379], [-1.230, 0.721, -1.205], [-3.455, 1.017, -2.172], [-4.284, -0.530, -3.903], [-2.840, -2.350, -4.723], [-0.713, -3.529, -4.702], [1.572, -3.796, -3.810], [2.357, -2.358, -1.978], [2.021, -0.258, -0.805], [2.289, 0.021, 1.464], [1.312, 1.451, 1.110], [0.627, -0.706, 3.157], [-0.360, 0.701, 2.819], [2.508, 0.784, 3.872], [1.070, 0.891, 4.886], [1.830, 2.909, 2.727], [2.124, 3.084, 4.452], [-0.346, 2.975, 4.871], [0.111, 4.334, 3.844], [-0.626, 2.903, 3.131]],
  "forces_ev_per_a": [[0.24, 0.00, -0.09], [-0.08, -0.13, 0.15], [-0.02, 0.09, -0.19], [0.22, 0.03, 0.00], [-0.43, -0.06, 0.35], [0.44, 0.20, 0.15], [-0.19, -0.10, 0.05], [0.28, 0.09, -0.31], [0.11, -0.39, -0.15], [-0.12, 0.32, 0.27], [-0.20, -0.08, -0.26], [0.21, -0.12, -0.01], [0.15, 0.17, 0.26], [-0.24, 0.11, -0.02], [-0.01, -0.26, -0.22], [0.23, 0.14, 0.21], [-0.21, 0.18, 0.01], [-0.02, -0.17, -0.24], [-0.01, 0.02, 0.06], [-0.02, 0.07, 0.05], [-0.06, -0.02, -0.05], [-0.04, -0.05, -0.07], [-0.03, -0.06, -0.08], [0.02, -0.06, -0.05], [0.05, -0.01, 0.10], [-0.17, 0.05, 0.08], [0.06, 0.05, -0.06], [0.09, 0.00, -0.06], [-0.11, 0.02, -0.01], [-0.05, -0.09, 0.01], [0.03, -0.06, 0.09], [0.06, -0.03, 0.07], [0.10, 0.05, -0.01], [0.05, 0.03, -0.08], [-0.10, -0.01, 0.10], [-0.08, 0.09, 0.00], [-0.15, 0.00, -0.05]],
  "relative_energy_kj_mol": 0.00,
  "total_charge": 0,
  "e_tot_ev": -20438.9538,
  "smiles": "CCCCCC(=O)Nc1cccc2ccccc12",
  "orbital_gap_ev": 8.6
}

# 5
{
  "formula": "C3H9NO2",
  "method": "the ωB97M-V functional and the def2-TZVPD basis",
  "symbols": ["C", "O", "H", "H", "H", "H", "C", "C", "O", "N", "H", "H", "H", "H", "H"],
  "xyz": [[-1.348, -2.387, -0.735], [-0.423, -1.359, -0.909], [0.539, -1.661, -0.749], [-1.485, -2.750, 0.339], [-2.275, -1.992, -1.105], [-0.960, -3.248, -1.264], [0.247, 1.384, -0.510], [1.026, 1.051, 0.663], [1.652, 0.041, 0.875], [1.153, 2.061, 1.714], [-0.872, 1.353, -0.363], [0.334, 0.670, -1.287], [1.423, 1.829, 2.651], [0.445, 2.703, 1.685], [0.545, 2.304, -1.007]],
  "forces_ev_per_a": [[0.64, -1.08, 1.41], [2.67, 0.19, 0.50], [-2.43, 0.65, -0.09], [0.15, 0.78, -1.03], [-0.52, -0.29, -0.26], [-0.64, -0.50, -0.47], [-2.15, 0.83, -1.55], [2.01, 0.88, 4.44], [-0.12, -0.86, -0.97], [0.50, -1.97, -2.46], [1.16, 0.44, 0.37], [0.54, -1.01, -0.37], [0.24, -0.72, -0.09], [-1.97, 2.17, 0.01], [-0.10, 0.48, 0.56]],
  "relative_energy_kj_mol": 151.77,
  "total_charge": 0,
  "e_tot_ev": -8841.3823,
  "smiles": "CC(N)=O.CO",
  "orbital_gap_ev": 10.7
}

# 6
{
  "formula": "ClH5OSi2",
  "method": "the ωB97M-V functional and the def2-TZVPD basis",
  "symbols": ["O", "Si", "Si", "Cl", "H", "H", "H", "H", "H"],
  "xyz": [[-1.881, 0.178, 1.092], [-2.342, -0.658, -0.048], [2.109, 0.593, 0.030], [1.747, -1.282, 0.833], [0.951, 0.646, -0.889], [-3.401, -1.584, -0.135], [-2.290, -0.191, -1.419], [3.457, 0.658, -0.325], [1.651, 1.640, 0.860]],
  "forces_ev_per_a": [[0.95, 0.64, 1.74], [-0.84, 0.74, -1.71], [-2.66, -1.05, 0.03], [0.27, -0.03, 0.26], [0.63, 0.00, -0.81], [-0.78, -1.51, 0.61], [0.75, 0.15, -0.64], [1.48, 0.16, -0.73], [0.20, 0.90, 1.25]],
  "relative_energy_kj_mol": 337.27,
  "total_charge": 0,
  "e_tot_ev": -30405.4659,
  "smiles": "O=[SiH2].[SiH3]Cl",
  "orbital_gap_ev": 10.1
}